Entry 1:
ORCA calculation (the ωB97M-V functional and the def2-TZVPD basis) on C3H3N3O2 in the gas phase.

Each atom is followed by the atoms it is bonded to, with distances in Å.
Atoms and positions in Å:
1 H -1.5449 1.7542 -1.2433  N2 1.165
2 N -1.7122 0.6432 -0.9345  H1 1.165, C3 1.420
3 C -0.5580 0.4460 -0.1313  N2 1.420, C4 1.502, N8 1.349
4 C 0.8015 0.9782 -0.4859  C3 1.502, N5 1.373, H10 1.217
5 N 1.8978 0.1601 -0.3640  C4 1.373, C6 1.370
6 C 1.3191 -0.8877 0.3025  N5 1.370, O7 1.149, N8 1.584
7 O 1.8138 -1.8012 0.7941  C6 1.149
8 N -0.2493 -0.7269 0.4590  C3 1.349, C6 1.584, O9 1.342
9 O -0.9887 -1.7062 1.0031  N8 1.342, H11 1.111
10 H 0.7194 2.0715 -1.0136  C4 1.217
11 H -1.4984 -0.9313 1.6139  O9 1.111

The calculation puts the LUMO energy at -0.060 hartree. The calculation puts the total energy at -430.67810 Eh. As for the SMILES: [H]/N=C1\C=NC(=O)N1O. The value obtained for the orbital gap is 7.804 eV. The calculation puts the energy above the lowest of the compared OMol25 structures with the same formula, charge and spin at 152.4 kcal per mole. As for the multiplicity: 1.

=====

Entry 2:
ORCA calculation (the ωB97M-V functional and the def2-TZVPD basis) on 2 unconnected molecules or ions with the total composition C4H7NO.

Each atom is followed by the atoms it is bonded to, with distances in Å.
Atoms and positions in Å:
1 O -2.2339 -1.2373 0.2576  C2 1.210
2 C -1.1497 -0.8740 0.6530  O1 1.210, C3 1.454, H6 1.104
3 C -0.5973 0.3274 0.0478  C2 1.454, C4 1.290, N5 1.460
4 C -0.7581 1.6052 -0.0199  C3 1.290, N5 1.506, H7 1.066
5 N -0.5725 0.8564 -1.3130  C3 1.460, C4 1.506, H8 1.029
6 H -0.5979 -1.3804 1.4642  C2 1.104
7 H -1.4828 2.2503 0.4211  C4 1.066
8 H -1.4933 0.6016 -1.6944  N5 1.029
9 C 1.7818 -0.4578 0.0304  H10 1.094, H11 1.083, H12 1.091, H13 1.087
10 H 1.4456 -0.8235 -0.9447  C9 1.094
11 H 2.7327 0.0517 -0.0644  C9 1.083
12 H 1.7895 -1.2583 0.7721  C9 1.091
13 H 1.1357 0.3388 0.3902  C9 1.087

The calculation puts the LUMO energy at 0.007 hartree. The calculation puts the total energy at -286.41440 Eh. As for the SMILES: O=CC1=CN1.C. The value obtained for the orbital gap is 8.764 eV. The calculation puts the energy above the lowest of the compared OMol25 structures with the same formula, charge and spin at 136.3 kcal per mole. As for the multiplicity: 1.

=====

Entry 3:
ORCA calculation (the ωB97M-V functional and the def2-TZVPD basis) on 7 unconnected molecules or ions with the total composition C46H65F6N2O24P.

Each atom is followed by the atoms it is bonded to, with distances in Å.
Atoms and positions in Å:
1 C -0.8525 -5.3661 1.6805  C2 1.207, H38 1.083
2 C -0.8466 -4.2429 2.1212  C1 1.207, C3 1.548
3 C -0.9218 -2.7141 2.3499  C2 1.548, O4 1.385, C10 1.573, C31 1.587
4 O -1.6877 -1.9915 1.4496  C3 1.385, C5 1.418
5 C -1.1811 -2.0277 0.1262  O4 1.418, C6 1.563, H39 1.111, H40 1.104
6 C -2.2835 -1.5921 -0.8928  C5 1.563, O7 1.414, H41 1.112, H42 1.106
7 O -1.6882 -1.2435 -2.1274  C6 1.414, C8 1.424
8 C -1.9279 0.1105 -2.4989  O7 1.424, C9 1.573, H43 1.106, H44 1.105
9 C -0.7647 0.9975 -1.9199  C8 1.573, H45 1.102, H46 1.107, H47 1.105
10 C -1.4780 -2.6485 3.8200  C3 1.573, C11 1.540, O28 1.439, H48 1.105
11 C -1.5366 -1.2635 4.4902  C10 1.540, C12 1.574, H49 1.102, H50 1.110
12 C -2.8391 -0.4698 4.1004  C11 1.574, C13 1.545, H51 1.113, H52 1.103
13 C -2.4851 0.7955 3.2868  C12 1.545, C14 1.579, H53 1.100, H54 1.111
14 C -1.5935 1.8329 4.0761  C13 1.579, C15 1.554, H55 1.107, H56 1.111
15 C -2.1381 3.2743 3.8711  C14 1.554, C16 1.551, H57 1.113, H58 1.105
16 C -1.6150 3.9971 2.6021  C15 1.551, C17 1.565, H59 1.107, H60 1.109
17 C -1.9889 3.3153 1.2436  C16 1.565, C18 1.564, H61 1.106, H62 1.112
18 C -3.4736 3.5301 0.8030  C17 1.564, C19 1.578, H63 1.106, H64 1.108
19 C -4.2547 2.1895 0.5140  C18 1.578, C20 1.555, H65 1.108, H66 1.109
20 C -5.4899 1.9601 1.4308  C19 1.555, C21 1.565, H67 1.110, H68 1.104
21 C -6.7286 1.3812 0.6685  C20 1.565, C22 1.553, H69 1.104, H70 1.108
22 C -6.4511 -0.0538 0.1444  C21 1.553, N23 1.459, H71 1.114, H72 1.105
23 N -6.8760 -1.1162 1.0489  C22 1.459, C24 1.373, C27 1.369
24 C -7.1238 -1.1048 2.3996  N23 1.373, C25 1.417, H73 1.090
25 C -7.4709 -2.4162 2.8099  C24 1.417, C26 1.461, H74 1.092
26 C -7.4528 -3.2626 1.6191  C25 1.461, C27 1.417, H75 1.091
27 C -7.0866 -2.3821 0.5716  N23 1.369, C26 1.417, H76 1.094
28 O -0.4653 -3.4185 4.4915  C10 1.439, C29 1.420
29 C 0.7480 -2.8483 4.0235  O28 1.420, O30 1.187, C31 1.566
30 O 1.6644 -2.8053 4.7770  C29 1.187
31 C 0.6035 -2.3277 2.5540  C3 1.587, C29 1.566, C32 1.552, P35 1.925
32 C 0.9418 -0.8355 2.2930  C31 1.552, O33 1.422, H77 1.112, H78 1.113
33 O 1.9922 -0.3571 3.1238  C32 1.422, C34 1.431
34 C 2.2098 1.0162 2.7872  O33 1.431, H79 1.106, H80 1.107, H81 1.109
35 P 1.8064 -3.4270 1.5289  C31 1.925, N36 1.746, O37 1.677
36 N 3.0051 -2.3348 0.8820  P35 1.746, H82 1.024, H83 1.031
37 O 2.6880 -4.4223 2.5510  P35 1.677, H84 0.967
38 H -0.4777 -6.3289 1.3553  C1 1.083
39 H -0.3400 -1.3174 -0.0255  C5 1.111
40 H -0.8187 -3.0179 -0.2012  C5 1.104
41 H -2.9071 -2.4965 -1.0670  C6 1.112
42 H -2.9556 -0.8133 -0.4876  C6 1.106
43 H -1.8605 0.2202 -3.5969  C8 1.106
44 H -2.9217 0.4831 -2.1897  C8 1.105
45 H -1.0307 2.0669 -1.9488  C9 1.102
46 H -0.6061 0.6570 -0.8790  C9 1.107
47 H 0.1566 0.7765 -2.4894  C9 1.105
48 H -2.4737 -3.1223 3.7486  C10 1.105
49 H -0.6469 -0.6338 4.3245  C11 1.102
50 H -1.5894 -1.4490 5.5831  C11 1.110
51 H -3.3973 -1.1406 3.4094  C12 1.113
52 H -3.5101 -0.2800 4.9548  C12 1.103
53 H -3.3535 1.3543 2.9066  C13 1.100
54 H -1.9265 0.4508 2.3902  C13 1.111
55 H -0.5231 1.7235 3.8162  C14 1.107
56 H -1.6820 1.5374 5.1438  C14 1.111
57 H -1.7826 3.8750 4.7374  C15 1.113
58 H -3.2386 3.2400 3.9619  C15 1.105
59 H -0.5165 4.1272 2.6506  C16 1.107
60 H -2.0642 5.0111 2.5892  C16 1.109
61 H -1.6692 2.2569 1.2022  C17 1.106
62 H -1.3583 3.8305 0.4866  C17 1.112
63 H -4.0029 4.1740 1.5299  C18 1.106
64 H -3.4646 4.1004 -0.1471  C18 1.108
65 H -3.5165 1.3654 0.5647  C19 1.108
66 H -4.5850 2.2309 -0.5443  C19 1.109
67 H -5.2807 1.2365 2.2456  C20 1.110
68 H -5.7521 2.9196 1.9100  C20 1.104
69 H -6.9391 2.0535 -0.1809  C21 1.104
70 H -7.5737 1.3915 1.3846  C21 1.108
71 H -5.3459 -0.1410 0.0398  C22 1.114
72 H -6.8455 -0.2005 -0.8769  C22 1.105
73 H -7.0654 -0.2269 3.0421  C24 1.090
74 H -7.7064 -2.7619 3.8191  C25 1.092
75 H -7.6547 -4.3329 1.5527  C26 1.091
76 H -6.9728 -2.6992 -0.4692  C27 1.094
77 H 1.2369 -0.6540 1.2360  C32 1.112
78 H 0.0197 -0.2380 2.4675  C32 1.113
79 H 1.2671 1.5888 2.7057  C34 1.106
80 H 2.7698 1.4475 3.6388  C34 1.107
81 H 2.8111 1.1230 1.8619  C34 1.109
82 H 3.7954 -2.9504 0.6706  N36 1.024
83 H 3.3622 -1.7459 1.6489  N36 1.031
84 H 2.1225 -5.0536 3.0169  O37 0.967
85 O -2.0231 2.7809 -4.7086  C86 1.185
86 C -1.0760 2.4714 -5.3499  O85 1.185, O87 1.359, O91 1.367
87 O -0.8375 1.2198 -5.8215  C86 1.359, C88 1.430
88 C 0.3300 1.2905 -6.6442  O87 1.430, C89 1.503, H92 1.092, H93 1.085
89 C 1.0160 2.5183 -6.1140  C88 1.503, F90 1.360, O91 1.415, H94 1.092
90 F 1.6991 3.1718 -7.0912  C89 1.360
91 O -0.0679 3.3263 -5.6969  C86 1.367, C89 1.415
92 H 0.0317 1.3999 -7.6887  C88 1.092
93 H 0.9336 0.3949 -6.5428  C88 1.085
94 H 1.6809 2.3338 -5.2675  C89 1.092
95 O 5.3087 -0.9959 -2.4815  C96 1.185
96 C 5.3975 -2.1747 -2.3951  O95 1.185, O97 1.357, O101 1.368
97 O 6.1038 -2.9579 -3.2497  C96 1.357, C98 1.430
98 C 6.0737 -4.2896 -2.7305  O97 1.430, C99 1.503, H102 1.090, H103 1.088
99 C 4.8368 -4.2683 -1.8769  C98 1.503, F100 1.356, O101 1.417, H104 1.092
100 F 4.9585 -5.0873 -0.8031  C99 1.356
101 O 4.7943 -2.9260 -1.4243  C96 1.368, C99 1.417
102 H 6.9760 -4.4714 -2.1463  C98 1.090
103 H 6.0187 -5.0217 -3.5339  C98 1.088
104 H 3.9127 -4.5038 -2.4099  C99 1.092
105 O 1.8505 -3.1262 -9.6454  C106 1.183
106 C 2.5582 -2.2880 -9.2037  O105 1.183, O107 1.359, O111 1.369
107 O 3.8782 -2.1551 -9.4994  C106 1.359, C108 1.429
108 C 4.3380 -0.9530 -8.8795  O107 1.429, C109 1.504, H112 1.092, H113 1.088
109 C 3.3381 -0.7695 -7.7707  C108 1.504, F110 1.361, O111 1.414, H114 1.092
110 F 3.1205 0.5475 -7.5049  C109 1.361
111 O 2.1579 -1.3243 -8.3167  C106 1.369, C109 1.414
112 H 4.3073 -0.1352 -9.6022  C108 1.092
113 H 5.3569 -1.0649 -8.5145  C108 1.088
114 H 3.5915 -1.2893 -6.8442  C109 1.092
115 O -2.2651 3.8162 8.5146  C116 1.184
116 C -2.2423 2.6496 8.7171  O115 1.184, O117 1.361, O121 1.365
117 O -1.5817 1.7471 7.9421  C116 1.361, C118 1.429
118 C -1.6838 0.4772 8.5898  O117 1.429, C119 1.504, H122 1.092, H123 1.089
119 C -2.9136 0.6519 9.4385  C118 1.504, F120 1.356, O121 1.415, H124 1.092
120 F -2.8324 -0.0642 10.5868  C119 1.356
121 O -2.8815 2.0312 9.7528  C116 1.365, C119 1.415
122 H -0.7885 0.3013 9.1890  C118 1.092
123 H -1.7845 -0.3259 7.8618  C118 1.089
124 H -3.8510 0.4162 8.9296  C119 1.092
125 O 5.3895 7.1503 -5.2131  C126 1.184
126 C 4.5655 6.9662 -6.0433  O125 1.184, O127 1.360, O131 1.366
127 O 3.2446 7.2563 -5.8956  C126 1.360, C128 1.428
128 C 2.6126 7.0201 -7.1546  O127 1.428, C129 1.504, H132 1.092, H133 1.088
129 C 3.5565 6.0446 -7.8021  C128 1.504, F130 1.357, O131 1.415, H134 1.092
130 F 3.5823 6.1978 -9.1506  C129 1.357
131 O 4.8130 6.4255 -7.2733  C126 1.366, C129 1.415
132 H 2.5435 7.9577 -7.7098  C128 1.092
133 H 1.6120 6.6131 -7.0210  C128 1.088
134 H 3.3600 4.9992 -7.5571  C129 1.092
135 O 9.1045 -2.5222 -1.3273  C136 1.185
136 C 8.6340 -2.7684 -0.2680  O135 1.185, O137 1.356, O141 1.367
137 O 8.7130 -1.9608 0.8189  C136 1.356, C138 1.429
138 C 7.9068 -2.5446 1.8448  O137 1.429, C139 1.505, H142 1.092, H143 1.088
139 C 7.8682 -3.9909 1.4321  C138 1.505, F140 1.353, O141 1.419, H144 1.092
140 F 6.6978 -4.5750 1.7796  C139 1.353
141 O 7.9420 -3.9126 0.0174  C136 1.367, C139 1.419
142 H 6.9159 -2.0863 1.8347  C138 1.092
143 H 8.3547 -2.3978 2.8254  C138 1.088
144 H 8.7001 -4.5908 1.8073  C139 1.092

The calculation puts the LUMO energy at -0.003 hartree. The calculation puts the total energy at -4647.54440 Eh. As for the SMILES: C#C[C@@]1(OCCOCC)[C@H](CCCCCCCCCCCCn2cccc2)OC(=O)[C@@]1(COC)P(N)O.O=C1OC[C@@H](F)O1.O=C1OC[C@@H](F)O1.O=C1OC[C@@H](F)O1.O=C1OC[C@@H](F)O1.O=C1OC[C@@H](F)O1.O=C1OC[C@@H](F)O1. The value obtained for the orbital gap is 8.060 eV. As for the multiplicity: 1.

=====

Entry 4:
ORCA calculation (the ωB97M-V functional and the def2-TZVPD basis) on 6 unconnected molecules or ions with the total composition C11H21B2Cl15O2.

Each atom is followed by the atoms it is bonded to, with distances in Å.
Atoms and positions in Å:
1 C -0.7895 0.9328 2.9722  C2 1.519, H11 1.084, H12 1.085, H13 1.089
2 C -0.9641 -0.5647 3.1558  C1 1.519, C3 1.525, H14 1.089, H15 1.087
3 C 0.0917 -1.3676 2.4040  C2 1.525, C4 1.524, H16 1.088, H17 1.090
4 C -0.2052 -1.3548 0.9097  C3 1.524, C5 1.517, H18 1.091, H19 1.089
5 C 0.7887 -2.1547 0.0896  C4 1.517, C6 1.531, H20 1.085, H21 1.091
6 C 2.1256 -1.4414 -0.1311  C5 1.531, B7 1.566, H22 1.090, H23 1.097
7 B 2.1797 -0.4297 -1.3249  C6 1.566, B8 1.696, H24 1.189
8 B 0.8991 -0.0057 -2.3531  B7 1.696, O9 1.367, O10 1.412
9 O -0.0561 -0.8724 -2.8065  B8 1.367, H25 0.974
10 O 0.8159 1.3295 -2.8052  B8 1.412, H26 0.973
11 H -0.8667 1.1987 1.9244  C1 1.084
12 H -1.5424 1.4836 3.5256  C1 1.085
13 H 0.1839 1.2504 3.3430  C1 1.089
14 H -1.9218 -0.8379 2.7153  C2 1.089
15 H -1.0126 -0.8210 4.2108  C2 1.087
16 H 0.0437 -2.3999 2.7433  C3 1.088
17 H 1.0945 -0.9922 2.6061  C3 1.090
18 H -1.1698 -1.8530 0.8054  C4 1.091
19 H -0.3479 -0.3423 0.5349  C4 1.089
20 H 0.3732 -2.4850 -0.8561  C5 1.085
21 H 0.9889 -3.0681 0.6518  C5 1.091
22 H 2.5012 -0.9655 0.7749  C6 1.090
23 H 2.8757 -2.2076 -0.3615  C6 1.097
24 H 3.2348 0.0698 -1.5483  B7 1.189
25 H -0.4732 -0.4681 -3.5880  O9 0.974
26 H 1.1136 1.3796 -3.7307  O10 0.973
27 Cl -4.8604 1.1446 4.3122  C28 1.765
28 C -4.8134 2.0262 2.7838  Cl27 1.765, Cl29 1.767, Cl30 1.758, H31 1.082
29 Cl -4.1692 3.6537 3.0261  C28 1.767
30 Cl -3.8579 1.1574 1.5904  C28 1.758
31 H -5.8255 2.1162 2.4120  C28 1.082
32 Cl -6.1568 0.9968 -0.9876  C33 1.767
33 C -5.0314 1.5789 -2.2197  Cl32 1.767, Cl34 1.764, Cl35 1.765, H36 1.081
34 Cl -5.0734 3.3393 -2.3214  C33 1.764
35 Cl -3.3896 1.0053 -1.9163  C33 1.765
36 H -5.3491 1.1788 -3.1727  C33 1.081
37 Cl -3.3216 4.5853 7.1170  C38 1.764
38 C -2.1829 5.1820 5.9087  Cl37 1.764, Cl39 1.765, Cl40 1.764, H41 1.081
39 Cl -2.2219 6.9447 5.8276  C38 1.765
40 Cl -0.5502 4.6061 6.2480  C38 1.764
41 H -2.4804 4.7954 4.9437  C38 1.081
42 Cl 6.7104 0.6306 -4.8581  C43 1.761
43 C 5.3345 -0.4095 -4.5017  Cl42 1.761, Cl44 1.763, Cl45 1.766, H46 1.082
44 Cl 3.9062 0.5448 -4.1067  C43 1.763
45 Cl 5.0011 -1.4988 -5.8515  C43 1.766
46 H 5.5801 -1.0138 -3.6378  C43 1.082
47 Cl 4.0204 -6.5440 -5.7127  C48 1.764
48 C 4.5675 -5.0390 -4.9732  Cl47 1.764, Cl49 1.764, Cl50 1.764, H51 1.081
49 Cl 3.3899 -4.4521 -3.7985  C48 1.764
50 Cl 6.1500 -5.2467 -4.2212  C48 1.764
51 H 4.6627 -4.2952 -5.7518  C48 1.081

The calculation puts the LUMO energy at 0.001 hartree. The calculation puts the total energy at -7534.81480 Eh. As for the SMILES: CCCCCCBB(O)O.ClC(Cl)Cl.ClC(Cl)Cl.ClC(Cl)Cl.ClC(Cl)Cl.ClC(Cl)Cl. The value obtained for the orbital gap is 10.098 eV. As for the multiplicity: 1.

=====

Which value of multiplicity does entry 1 give?
1